--- w ---
The following is a quantum chemistry calculation of a gas-phase ion, C5H10N2 (charge +2), from the OMol25 dataset.

Total charge: +2
Kohn-Sham gap (spin up / spin down): 9.0 / 8.5 eV
HOMO energy (spin up / spin down): -20.3 / -20.4 eV

Positions of all 17 atoms, in Å:
1 C 0.935 0.425 1.074
2 C -0.755 0.078 -1.041
3 C 0.278 -0.929 0.845
4 C 1.288 2.495 -0.338
5 C -1.618 -1.996 -0.348
6 N 0.905 1.291 0.196
7 N -0.691 -0.917 -0.257
8 H 1.167 0.541 2.163
9 H -1.266 0.241 -2.041
10 H 1.107 -1.712 0.630
11 H -0.147 -1.277 1.775
12 H 0.395 3.112 -0.492
13 H 1.937 2.540 -1.329
14 H 2.038 2.992 0.376
15 H -1.599 -2.750 0.446
16 H -1.435 -2.511 -1.301
17 H -2.540 -1.621 -0.358

Löwdin atomic charge list, values in e, 5 entries: C 0.023; C 0.373; C -0.025; C -0.018; C 0.044

***

--- x ---
The following is a quantum chemistry calculation of 2 unconnected molecules or ions with the total composition C5H10N2, from the OMol25 dataset.

Total charge: +2
Kohn-Sham gap: 10.3 eV
HOMO energy: -20.2 eV

Positions of all 17 atoms, in Å:
1 C 0.216 0.524 -0.497
2 C -3.303 0.583 -0.162
3 C 2.651 0.104 0.004
4 C 3.115 -1.267 -0.199
5 C -4.406 -0.156 0.239
6 N 3.403 1.061 0.437
7 N 1.353 0.369 -0.271
8 H -3.323 1.171 -1.079
9 H -5.324 0.479 0.220
10 H 2.400 -1.989 0.203
11 H 4.100 -1.439 0.228
12 H 3.163 -1.477 -1.274
13 H -2.370 0.609 0.397
14 H -4.804 -0.746 -0.621
15 H -4.329 -0.737 1.157
16 H 4.384 0.892 0.659
17 H 3.074 2.018 0.558

Löwdin atomic charge list, values in e, 5 entries: C 0.208; C 0.279; C -0.311; C 0.049; C -0.033

***

If you had to name the least stable structure above, which would it be? It would be w.